{
  "formula": "C53H111FN8O63S13",
  "method": "wB97M-V/def2-TZVPD",
  "max_force_ev_per_a": 5.26,
  "multiplicity": 1,
  "lumo_energy_ev": -0.27,
  "homo_ev": -9.39,
  "e_tot_ha": -12540.1325,
  "species": ["C", "C", "O", "N", "C", "H", "H", "H", "H", "H", "H", "H", "C", "C", "O", "N", "C", "H", "H", "H", "H", "H", "H", "H", "C", "C", "O", "N", "C", "H", "H", "H", "H", "H", "H", "H", "C", "C", "O", "N", "C", "H", "H", "H", "H", "H", "H", "H", "C", "C", "O", "N", "C", "H", "H", "H", "H", "H", "H", "H", "C", "C", "O", "N", "C", "H", "H", "H", "H", "H", "H", "H", "C", "C", "O", "N", "C", "H", "H", "H", "H", "H", "H", "H", "C", "C", "O", "N", "C", "H", "H", "H", "H", "H", "H", "H", "C", "C", "O", "C", "O", "O", "F", "H", "H", "H", "C", "C", "O", "S", "O", "O", "O", "H", "H", "H", "H", "C", "C", "O", "S", "O", "O", "O", "H", "H", "H", "H", "C", "C", "O", "S", "O", "O", "O", "H", "H", "H", "H", "C", "C", "O", "S", "O", "O", "O", "H", "H", "H", "H", "C", "C", "O", "S", "O", "O", "O", "H", "H", "H", "H", "C", "C", "O", "S", "O", "O", "O", "H", "H", "H", "H", "C", "C", "O", "S", "O", "O", "O", "H", "H", "H", "H", "C", "C", "O", "S", "O", "O", "O", "H", "H", "H", "H", "C", "C", "O", "S", "O", "O", "O", "H", "H", "H", "H", "C", "C", "O", "S", "O", "O", "O", "H", "H", "H", "H", "C", "C", "O", "S", "O", "O", "O", "H", "H", "H", "H", "C", "C", "O", "S", "O", "O", "O", "H", "H", "H", "H", "C", "C", "O", "S", "O", "O", "O", "H", "H", "H", "H"],
  "positions_angstrom": [[5.8303, 0.2697, -0.0634], [6.7915, 0.6449, -1.1804], [6.6705, 1.6914, -1.7459], [7.8564, -0.1079, -1.3129], [8.9025, 0.0657, -2.3315], [5.8582, -0.7351, 0.3580], [4.8031, 0.3582, -0.4171], [6.1577, 0.8751, 0.7818], [8.0093, -0.7861, -0.5802], [9.8841, 0.0001, -1.8623], [8.7676, 0.9987, -2.8786], [8.8224, -0.7595, -3.0391], [-0.6785, -1.1856, -1.3706], [-0.6062, -0.5007, -0.0652], [-1.1099, -0.9238, 0.9730], [0.1561, 0.6278, -0.0989], [0.4325, 1.5729, 0.9764], [0.3070, -1.0603, -1.8193], [-1.4242, -0.7656, -2.0456], [-0.9822, -2.2168, -1.1904], [0.2619, 0.8178, -1.0852], [-0.2888, 1.4063, 1.7764], [0.2258, 2.5740, 0.5979], [1.4195, 1.4359, 1.4182], [-1.4439, -5.7274, -2.7628], [-0.2202, -6.4663, -3.2839], [0.8268, -6.2483, -2.7873], [-0.4747, -7.4640, -4.0383], [0.4232, -8.4966, -4.4486], [-1.5846, -5.9468, -1.7044], [-2.2668, -5.9313, -3.4479], [-1.1761, -4.6724, -2.8203], [-1.4271, -7.6031, -4.3443], [0.7465, -9.0044, -3.5399], [1.2449, -8.0326, -4.9942], [-0.1001, -9.2556, -5.0301], [-2.7643, 1.6973, -2.1020], [-3.7776, 2.8723, -2.0130], [-4.6872, 2.8198, -1.2142], [-3.7104, 4.0154, -2.7414], [-2.8839, 4.1820, -3.8718], [-2.8043, 1.1223, -1.1769], [-1.7509, 2.0965, -2.1436], [-2.9605, 1.0704, -2.9718], [-4.3065, 4.7970, -2.5091], [-1.8881, 4.0036, -3.4661], [-2.9471, 5.2379, -4.1347], [-3.1875, 3.5275, -4.6889], [1.0471, -3.8147, 0.4278], [-0.0407, -4.6932, 1.0732], [-0.0282, -5.9372, 0.9517], [-0.9050, -4.1490, 1.8714], [-2.1382, -4.8053, 2.3829], [2.0338, -4.2513, 0.5820], [1.2194, -2.8074, 0.8070], [0.8986, -3.8437, -0.6516], [-0.9224, -3.1462, 1.9908], [-2.8319, -5.2213, 1.6524], [-2.5399, -4.0402, 3.0473], [-1.9902, -5.6114, 3.1016], [-5.1784, -2.0492, 3.5989], [-5.9934, -0.8088, 3.4603], [-5.8165, 0.0885, 2.6738], [-7.1377, -0.8693, 4.1039], [-8.2340, 0.1672, 4.1092], [-5.3067, -2.5170, 4.5750], [-4.1725, -1.6623, 3.4361], [-5.3620, -2.7263, 2.7648], [-7.2034, -1.6747, 4.7098], [-9.0428, -0.1002, 4.7891], [-8.6627, 0.2774, 3.1131], [-7.7741, 1.0963, 4.4459], [-3.0009, -1.8645, 7.6435], [-2.0065, -2.0458, 6.4596], [-1.2682, -3.0693, 6.4156], [-1.9257, -1.0644, 5.6071], [-0.9781, -1.0634, 4.4826], [-3.3941, -0.8793, 7.8945], [-2.6608, -2.0171, 8.6678], [-3.8442, -2.5467, 7.5361], [-2.4554, -0.2053, 5.6434], [-0.8548, -2.0960, 4.1559], [-0.0222, -0.6861, 4.8460], [-1.3785, -0.4587, 3.6689], [0.1195, 2.3992, 6.8563], [-0.4490, 3.7570, 7.2469], [-0.7584, 3.9128, 8.4101], [-0.7048, 4.6666, 6.2888], [-1.4291, 5.9371, 6.4518], [-0.6657, 1.6453, 6.9138], [0.9064, 2.2455, 7.5947], [0.5686, 2.3848, 5.8632], [-0.3206, 4.3951, 5.3951], [-1.0981, 6.7506, 5.8061], [-1.1525, 6.3617, 7.4169], [-2.4996, 5.7337, 6.4281], [-1.5288, -2.0552, -4.5944], [-2.1036, -2.3376, -5.9229], [-3.4580, -1.9421, -5.7265], [-3.6320, -1.1490, -4.7188], [-4.5583, -0.4280, -4.4358], [-2.4366, -1.1033, -4.0269], [-2.1028, -3.6167, -6.2192], [-0.5035, -1.6872, -4.6301], [-1.4299, -3.0146, -4.0866], [-1.6288, -1.7875, -6.7353], [-5.6494, -0.4956, -1.1315], [-6.5767, -1.6940, -0.7362], [-6.0084, -2.8854, -1.1987], [-4.3656, -2.8050, -1.0215], [-3.6546, -3.6321, -2.0055], [-3.9570, -3.0185, 0.3866], [-4.4030, -1.1456, -1.3525], [-5.5559, 0.2536, -0.3453], [-5.9566, -0.0322, -2.0690], [-7.5851, -1.5552, -1.1262], [-6.7251, -1.6512, 0.3428], [-3.8684, 7.0478, 0.2791], [-2.6062, 6.1341, 0.0880], [-1.7083, 6.7918, -0.7785], [-2.5672, 7.9245, -1.6301], [-3.3153, 7.1550, -2.6388], [-1.8588, 9.1170, -2.0230], [-3.5155, 8.2277, -0.3851], [-4.0932, 7.2860, 1.3188], [-4.7676, 6.6142, -0.1586], [-2.9502, 5.1606, -0.2613], [-2.0404, 5.9801, 1.0068], [3.2468, -1.1823, 2.1321], [2.1148, -1.0975, 3.1737], [2.7756, -0.5984, 4.3168], [3.8207, 0.5837, 3.9780], [4.8863, 0.7469, 4.9684], [3.0327, 1.7202, 3.6031], [4.3199, -0.3236, 2.6662], [3.0161, -0.8201, 1.1303], [3.8092, -2.0880, 1.9050], [1.7025, -2.0944, 3.3294], [1.3345, -0.4466, 2.7794], [1.3392, -4.7820, 6.1854], [1.2541, -4.7802, 4.6593], [2.5780, -4.6928, 4.1486], [3.7336, -5.1778, 5.2311], [4.7959, -4.2408, 5.4653], [4.1646, -6.5391, 4.8900], [2.6946, -5.1768, 6.5231], [0.8714, -5.6590, 6.6327], [0.9811, -3.8618, 6.6470], [0.5457, -3.9852, 4.4265], [0.8775, -5.7034, 4.2187], [5.0451, 4.8078, 7.2297], [4.7643, 3.4262, 6.7842], [3.6379, 3.5338, 5.8738], [3.6175, 4.9464, 5.0628], [2.3369, 5.6367, 5.1539], [4.1805, 4.7141, 3.7378], [4.7022, 5.6530, 6.1096], [6.0846, 5.0047, 7.4916], [4.4488, 5.0295, 8.1148], [4.3872, 2.8595, 7.6355], [5.5619, 2.9201, 6.2403], [1.9994, 5.0143, -2.9299], [0.8302, 4.6144, -2.0235], [1.5918, 4.0378, -0.9665], [2.7332, 3.0090, -1.5184], [2.0917, 1.8154, -2.0750], [3.7648, 2.8150, -0.5325], [3.0697, 4.1449, -2.7402], [2.3039, 6.0601, -2.8916], [1.7266, 4.9442, -3.9828], [0.1593, 3.9337, -2.5475], [0.4149, 5.5573, -1.6676], [-3.6154, 2.2433, 3.3854], [-3.4079, 2.1936, 1.8990], [-2.4977, 3.2630, 1.5473], [-1.9070, 4.0282, 2.9239], [-2.6863, 5.2388, 3.2248], [-0.4340, 4.0946, 2.9466], [-2.3950, 2.7515, 3.8980], [-3.7520, 1.2228, 3.7432], [-4.4801, 2.8505, 3.6532], [-4.3537, 2.2879, 1.3654], [-2.8788, 1.3008, 1.5658], [4.8859, -5.8198, -1.9394], [3.4818, -6.1160, -1.4954], [3.5028, -6.6442, -0.2020], [4.8353, -6.1461, 0.6710], [5.4718, -7.1643, 1.5158], [4.6630, -4.8047, 1.2370], [5.7037, -6.1456, -0.8162], [5.1075, -4.8001, -2.2543], [5.3301, -6.3501, -2.7818], [3.0670, -6.7613, -2.2699], [2.9751, -5.1531, -1.4308], [-5.1643, -4.6637, -4.4276], [-5.3207, -4.6208, -5.9506], [-6.4593, -5.4282, -6.2209], [-7.6116, -5.2395, -5.0102], [-8.4072, -6.4099, -4.7024], [-8.2533, -3.9517, -5.2153], [-6.3850, -5.0629, -3.8649], [-4.8897, -3.7400, -3.9182], [-4.3891, -5.3240, -4.0387], [-4.4207, -5.0267, -6.4124], [-5.6081, -3.6697, -6.3990], [1.6679, -3.4357, -4.7002], [3.0775, -3.9329, -4.6887], [3.8375, -3.2463, -3.7363], [2.9087, -2.2169, -2.8484], [3.1947, -0.8475, -3.3514], [3.1382, -2.4196, -1.4449], [1.4931, -2.7994, -3.4416], [0.9229, -4.2303, -4.7404], [1.4343, -2.7732, -5.5337], [3.6192, -3.6554, -5.5929], [3.0401, -4.9782, -4.3821], [2.8976, 6.0131, 1.3066], [1.3501, 6.0244, 1.4948], [0.8295, 7.0903, 0.7023], [2.1098, 8.0179, 0.1419], [2.4714, 9.0206, 1.1448], [1.8969, 8.4869, -1.2133], [3.1078, 6.7806, 0.1267], [3.2242, 4.9785, 1.2020], [3.5255, 6.5333, 2.0299], [1.0149, 6.1779, 2.5205], [0.8458, 5.1202, 1.1539], [0.2408, 3.7690, -6.2497], [1.5941, 3.1554, -6.3596], [1.6280, 2.0930, -5.5004], [0.0901, 1.3862, -5.2413], [-0.2827, 1.3020, -3.8110], [0.0010, 0.2107, -6.1209], [-0.6368, 2.7178, -5.9175], [-0.1929, 4.1952, -7.1543], [0.1382, 4.6415, -5.6045], [2.3035, 3.9452, -6.1126], [1.6111, 2.7721, -7.3799], [4.8022, 2.2660, -4.6529], [5.7347, 1.0695, -4.7875], [5.4361, 0.4737, -5.9660], [4.8210, 1.4909, -7.1125], [3.3882, 1.1416, -7.3600], [5.7781, 1.7137, -8.2202], [4.7745, 2.7319, -5.9836], [5.2768, 3.0597, -4.0759], [3.8245, 2.0081, -4.2460], [5.7595, 0.3935, -3.9328], [6.7675, 1.4029, -4.8881]],
  "lowdin_charge": [0.006, -0.608, 0.057, 0.018, -0.044, 0.072, 0.071, 0.097, 0.140, 0.082, 0.080, 0.077, 0.018, -0.546, 0.016, 0.042, -0.035, 0.081, 0.067, 0.093, 0.086, 0.071, 0.074, 0.076, 0.030, -0.639, 0.079, 0.007, -0.048, 0.101, 0.063, 0.055, 0.142, 0.097, 0.089, 0.091, 0.031, -0.498, 0.018, 0.002, -0.086, 0.074, 0.051, 0.069, 0.129, 0.065, 0.081, 0.096, 0.023, -0.542, 0.013, 0.039, -0.042, 0.064, 0.062, 0.066, 0.094, 0.081, 0.068, 0.078, 0.015, -0.619, 0.045, 0.017, -0.022, 0.085, 0.078, 0.087, 0.126, 0.080, 0.081, 0.081, -0.001, -0.512, -0.003, 0.028, -0.031, 0.066, 0.078, 0.073, 0.133, 0.064, 0.086, 0.075, 0.012, -0.571, 0.034, 0.022, -0.049, 0.072, 0.085, 0.068, 0.085, 0.085, 0.081, 0.084, -0.081, -0.318, 0.163, -0.543, 0.165, 0.029, 0.115, 0.106, 0.122, 0.171, -0.139, -0.182, -0.181, 0.778, -0.256, -0.261, -0.232, 0.118, 0.125, 0.138, 0.114, -0.145, -0.175, -0.211, 0.715, -0.267, -0.201, -0.185, 0.135, 0.128, 0.107, 0.095, -0.118, -0.179, -0.203, 0.710, -0.223, -0.235, -0.228, 0.109, 0.126, 0.118, 0.101, -0.143, -0.181, -0.214, 0.708, -0.237, -0.255, -0.213, 0.134, 0.108, 0.094, 0.134, -0.168, -0.160, -0.231, 0.714, -0.250, -0.245, -0.196, 0.139, 0.133, 0.142, 0.128, -0.193, -0.117, -0.237, 0.735, -0.255, -0.198, -0.183, 0.133, 0.104, 0.110, 0.127, -0.197, -0.161, -0.221, 0.750, -0.247, -0.253, -0.207, 0.113, 0.137, 0.123, 0.121, -0.195, -0.220, -0.181, 0.796, -0.231, -0.262, -0.214, 0.107, 0.129, 0.120, 0.098, -0.206, -0.171, -0.214, 0.762, -0.227, -0.245, -0.200, 0.093, 0.110, 0.126, 0.127, -0.174, -0.175, -0.197, 0.708, -0.252, -0.222, -0.213, 0.125, 0.133, 0.148, 0.130, -0.148, -0.167, -0.216, 0.695, -0.238, -0.244, -0.201, 0.119, 0.120, 0.118, 0.093, -0.194, -0.248, -0.202, 0.819, -0.257, -0.241, -0.200, 0.141, 0.118, 0.144, 0.132, -0.172, -0.236, -0.186, 0.816, -0.273, -0.244, -0.212, 0.139, 0.102, 0.124, 0.131]
}